[1]
This record from the Open Molecules 2025 dataset describes a molecular structure, C17H40BiNOP3 in a non-equilibrium geometry. The level of theory is ωB97M-V/def2-TZVPD.

Computed properties:
HOMO level (spin up / spin down)   -16.358 / -16.448 eV
Kohn-Sham gap (spin up / spin down)   5.08 / 3.27 eV
Net charge   +3
E_LUMO (spin up / spin down)   -11.28 / -13.18 eV
Energy above the lowest of the compared OMol25 structures with the same formula, charge and spin   3.911 eV

Each line ends with the Mulliken charge.
CARTESIAN COORDINATES (ANGSTROEM)
Bi  -1.052  1.126  -1.317  1.03
P  1.187  -0.598  1.143  0.79
P  1.139  2.666  -0.649  0.77
P  -1.322  -2.152  -0.792  0.91
H  -0.242  2.676  -5.975  0.27
C  -1.313  2.416  -6.022  -0.58
C  -2.184  2.864  -5.114  -0.47
H  -1.974  3.629  -4.350  0.25
C  2.479  -1.736  0.502  -1.17
C  2.245  0.306  2.350  -1.36
C  0.460  -1.738  2.387  -0.88
C  0.892  3.944  -1.926  -1.20
C  1.366  3.598  0.887  -1.16
C  2.798  2.033  -1.038  -1.05
C  -2.657  -2.529  -2.002  -1.29
C  -2.027  -3.203  0.558  -1.48
C  -0.049  -3.299  -1.467  -1.36
H  -1.618  1.711  -6.794  0.33
H  -3.221  2.475  -5.113  0.29
H  3.004  -2.192  1.352  0.48
H  3.189  -1.161  -0.104  0.37
H  2.040  -2.522  -0.120  0.13
H  2.793  -0.413  2.982  0.47
H  1.597  0.919  2.995  0.40
H  2.978  0.952  1.840  0.43
H  1.236  -2.442  2.714  0.44
H  -0.392  -2.296  1.988  -0.12
H  0.130  -1.163  3.259  0.49
H  1.734  4.648  -1.883  0.46
H  -0.046  4.476  -1.738  0.41
H  0.813  3.478  -2.916  0.32
H  2.240  4.258  0.771  0.44
H  1.523  2.933  1.749  0.23
H  0.481  4.223  1.073  0.43
H  3.489  2.890  -1.074  0.52
H  2.785  1.544  -2.019  0.27
H  3.152  1.297  -0.300  0.17
H  -3.012  -3.549  -1.812  0.57
H  -2.281  -2.455  -3.027  0.22
H  -3.483  -1.826  -1.843  0.45
H  -2.723  -3.938  0.132  0.45
H  -2.579  -2.550  1.249  0.44
H  -1.252  -3.745  1.111  0.47
H  -0.558  -4.160  -1.926  0.46
H  0.623  -3.657  -0.679  0.43
H  0.552  -2.773  -2.222  0.38
C  -0.872  0.417  -4.206  0.60
C  0.274  -0.129  -4.850  -0.40
C  0.057  -1.145  -5.762  -0.59
C  -1.272  -1.509  -6.094  -0.37
C  -2.361  -0.999  -5.375  -0.78
C  -2.134  -0.247  -4.233  -0.55
O  -0.696  1.590  -3.614  -0.60
H  0.464  0.202  -1.928  0.10
H  1.226  0.406  -4.634  0.48
H  0.917  -1.639  -6.210  0.52
H  -1.493  -2.277  -6.853  0.51
H  -3.409  -1.172  -5.651  0.46
H  -2.895  -0.014  -3.480  0.76
N  -1.741  1.198  1.138  -0.76
H  -2.739  1.416  1.165  0.31
H  -1.559  0.263  1.554  0.16
H  -1.209  1.916  1.646  0.28

---

[2]
This record from the Open Molecules 2025 dataset describes a molecular structure, C9H18BrNOZr in a non-equilibrium geometry. The level of theory is ωB97M-V/def2-TZVPD.

Computed properties:
HOMO level   -16.186 eV
Kohn-Sham gap   5.43 eV
Net charge   +2
E_LUMO   -10.76 eV
Energy above the lowest of the compared OMol25 structures with the same formula, charge and spin   1.393 eV

Each line ends with the Mulliken charge.
CARTESIAN COORDINATES (ANGSTROEM)
Zr  -10.204  13.838  4.904  1.43
C  -6.505  13.121  6.707  -1.56
C  -7.017  11.682  6.922  1.31
C  -6.512  11.389  8.350  -1.08
C  -7.092  10.075  8.897  -0.75
C  -8.607  10.084  8.865  -1.32
C  -9.179  10.348  7.465  1.60
N  -8.524  11.587  6.946  0.56
O  -9.112  12.126  5.847  -0.26
C  -10.698  10.447  7.649  -1.86
C  -8.964  9.043  6.627  -1.55
C  -6.393  10.815  5.807  -1.49
H  -6.858  13.903  7.380  0.45
H  -6.743  13.471  5.701  0.29
H  -5.420  13.094  6.790  0.43
H  -6.616  12.219  9.045  0.46
H  -5.460  11.102  8.303  0.37
H  -6.726  10.070  9.924  0.40
H  -6.793  9.156  8.395  0.36
H  -9.008  10.819  9.569  0.46
H  -9.049  9.141  9.185  0.48
H  -11.095  9.880  8.488  0.41
H  -11.347  10.216  6.800  0.40
H  -11.059  11.468  7.823  0.43
H  -9.761  8.303  6.653  0.44
H  -8.021  8.516  6.759  0.25
H  -8.941  9.414  5.598  0.41
H  -6.975  10.945  4.892  0.37
H  -6.370  9.739  5.967  0.30
H  -5.397  11.170  5.548  0.42
Br  -8.212  15.434  4.441  -0.14

---

[3]
This record from the Open Molecules 2025 dataset describes a molecular structure, C32H46N10ORe in a non-equilibrium geometry. The level of theory is ωB97M-V/def2-TZVPD.

Computed properties:
HOMO level (spin up / spin down)   -18.465 / -18.514 eV
Kohn-Sham gap (spin up / spin down)   5.90 / 5.79 eV
Net charge   +4
E_LUMO (spin up / spin down)   -12.56 / -12.72 eV
<S²>   0.80
Multiplicity   2
Energy above the lowest of the compared OMol25 structures with the same formula, charge and spin   1.753 eV

Each line ends with the Mulliken charge.
CARTESIAN COORDINATES (ANGSTROEM)
Re  0.401  0.306  -0.069  1.12
C  0.920  3.811  6.182  -1.62
C  0.643  3.243  4.856  0.07
C  -0.232  3.893  3.968  -1.19
C  -0.540  3.327  2.764  -0.24
C  -0.002  2.083  2.337  1.71
N  -0.468  1.522  1.167  0.38
C  -1.787  1.934  0.855  -0.53
C  -2.792  1.819  1.828  0.34
C  -4.067  2.287  1.600  -1.31
C  -4.400  2.923  0.398  0.16
C  -5.740  3.520  0.184  -1.83
C  -3.424  2.994  -0.592  -0.33
C  -2.142  2.499  -0.386  0.39
N  -1.206  2.577  -1.427  0.12
C  -1.148  3.495  -2.414  0.09
C  -0.200  3.074  -3.319  -1.35
C  0.268  1.862  -2.815  -0.41
N  -0.333  1.570  -1.660  -0.17
C  0.998  1.497  3.170  0.81
C  1.260  2.067  4.410  -1.11
N  1.711  0.350  2.782  0.35
C  2.645  -0.280  3.532  0.10
C  3.245  -1.246  2.756  -1.52
C  2.620  -1.151  1.520  -0.02
N  1.674  -0.204  1.539  -0.33
H  -0.001  4.159  6.654  0.41
H  1.544  4.706  6.084  0.37
H  1.438  3.121  6.842  0.39
H  -0.663  4.843  4.247  0.51
H  -1.191  3.858  2.088  0.58
H  -2.546  1.375  2.778  0.76
H  -4.804  2.212  2.384  0.55
H  -6.485  3.116  0.863  0.42
H  -6.080  3.424  -0.848  0.47
H  -5.678  4.596  0.378  0.38
H  -3.670  3.450  -1.538  0.62
H  -1.746  4.385  -2.413  0.56
H  0.110  3.573  -4.216  0.51
H  0.972  1.186  -3.260  0.68
H  1.974  1.622  5.082  0.23
H  2.851  -0.040  4.556  0.46
H  4.026  -1.916  3.051  0.54
H  2.830  -1.720  0.636  0.54
N  -5.475  -0.439  -0.207  0.12
C  -4.035  -0.873  -0.170  1.75
C  -3.803  -1.685  1.099  -1.43
C  -2.414  -2.336  1.156  -0.25
N  -1.322  -1.382  1.448  -0.40
C  -2.141  -3.112  -0.134  -1.16
C  -2.337  -2.286  -1.407  0.12
N  -1.296  -1.255  -1.584  -0.22
C  -3.751  -1.695  -1.421  -1.74
H  -5.671  0.278  0.505  0.31
H  -6.093  -1.246  -0.019  0.43
H  -5.736  -0.070  -1.132  0.44
H  -3.405  0.021  -0.162  -1.36
H  -4.527  -2.501  1.136  0.66
H  -3.956  -1.066  1.984  0.37
H  -2.460  -3.072  1.974  0.48
H  -0.522  -1.946  1.724  0.34
H  -1.580  -0.828  2.263  0.26
H  -2.836  -3.952  -0.177  0.54
H  -1.139  -3.534  -0.101  0.21
H  -2.285  -2.986  -2.253  0.38
H  -1.604  -0.600  -2.300  0.28
H  -0.474  -1.713  -1.970  0.07
H  -4.448  -2.535  -1.476  0.46
H  -3.890  -1.086  -2.317  0.53
C  1.481  -3.452  -0.883  -0.85
N  2.492  -2.846  -1.719  0.28
C  3.416  -3.787  -2.338  -0.62
C  4.709  -3.084  -2.704  -0.75
C  4.361  -1.865  -3.540  -0.53
N  3.434  -1.017  -2.808  0.16
C  3.530  0.399  -3.073  -1.03
C  2.505  -1.522  -1.977  0.21
O  1.629  -0.752  -1.453  -0.65
H  1.955  -3.998  -0.062  0.54
H  0.908  -4.172  -1.473  0.50
H  0.822  -2.689  -0.469  -0.24
H  2.946  -4.226  -3.226  0.35
H  3.600  -4.597  -1.628  0.37
H  5.363  -3.754  -3.260  0.40
H  5.235  -2.766  -1.800  0.29
H  3.905  -2.166  -4.491  0.29
H  5.256  -1.286  -3.774  0.38
H  4.580  0.696  -3.066  0.46
H  3.006  0.970  -2.310  0.22
H  3.132  0.632  -4.066  0.34

---

[4]
This record from the Open Molecules 2025 dataset describes 3 unconnected molecules or ions with the total composition C3H14NO2 in a non-equilibrium geometry. The level of theory is ωB97M-V/def2-TZVPD.

Computed properties:
HOMO level   -15.320 eV
Kohn-Sham gap   12.38 eV
Net charge   +1
E_LUMO   -2.94 eV
Energy above the lowest of the compared OMol25 structures with the same formula, charge and spin   0.690 eV

Each line ends with the Mulliken charge.
CARTESIAN COORDINATES (ANGSTROEM)
C  0.134  1.840  -0.062  -1.14
C  0.968  0.961  0.820  -0.54
N  0.589  -0.502  0.806  0.02
C  1.572  -1.431  1.451  -0.83
H  -0.902  1.920  0.263  0.34
H  0.586  2.832  -0.085  0.37
H  0.131  1.613  -1.117  0.30
H  2.022  1.019  0.566  0.45
H  0.886  1.296  1.853  0.41
H  0.409  -0.764  -0.174  0.28
H  -0.346  -0.551  1.222  0.36
H  1.989  -2.070  0.684  0.33
H  1.033  -2.042  2.170  0.35
H  2.317  -0.841  1.971  0.35
H  -3.185  -0.221  -1.207  0.31
H  -3.577  -0.863  0.155  0.30
O  -2.855  -0.452  -0.333  -0.59
H  0.665  -0.616  -2.921  0.29
H  -0.751  -0.264  -2.462  0.29
O  0.179  -0.201  -2.197  -0.64

---

[5]
This record from the Open Molecules 2025 dataset describes a molecular structure, C17H20FNO2Os. The level of theory is ωB97M-V/def2-TZVPD.

Computed properties:
HOMO level (spin up / spin down)   -15.475 / -15.463 eV
Kohn-Sham gap (spin up / spin down)   6.68 / 6.64 eV
Net charge   +2
E_LUMO (spin up / spin down)   -8.80 / -8.82 eV
Energy above the lowest of the compared OMol25 structures with the same formula, charge and spin   0.750 eV

Each line ends with the Mulliken charge.
CARTESIAN COORDINATES (ANGSTROEM)
Os  1.585  -0.103  0.313  0.94
C  2.663  -0.405  3.176  -0.76
O  2.609  0.527  2.053  -0.25
C  3.896  1.148  1.776  -0.37
C  3.689  1.975  0.540  -0.54
O  3.088  1.111  -0.471  -0.27
C  4.016  0.597  -1.482  -0.69
H  3.106  0.116  4.022  0.35
H  3.253  -1.274  2.891  0.37
H  1.637  -0.676  3.405  0.29
H  4.631  0.354  1.628  0.33
H  4.173  1.765  2.631  0.49
H  4.628  2.373  0.160  0.44
H  2.985  2.789  0.704  0.27
H  4.446  1.455  -1.993  0.35
H  3.426  0.000  -2.169  0.27
H  4.775  -0.014  -1.001  0.33
F  2.915  -1.451  0.273  -0.56
N  -0.102  0.019  0.021  -0.40
C  -1.401  -0.215  -0.340  0.79
C  -1.764  -1.560  -0.668  0.81
C  -2.773  -1.799  -1.625  -0.32
C  -3.097  -3.093  -1.977  -0.86
C  -2.436  -4.159  -1.376  -0.38
C  -1.432  -3.940  -0.432  -0.79
C  -1.085  -2.655  -0.090  -0.46
C  -2.291  0.897  -0.367  0.75
C  -1.793  2.209  -0.545  -0.36
C  -2.661  3.272  -0.588  -0.74
C  -4.030  3.057  -0.414  -0.36
C  -4.535  1.778  -0.198  -0.86
C  -3.678  0.700  -0.180  -0.36
H  -3.243  -0.967  -2.130  0.60
H  -3.852  -3.275  -2.729  0.43
H  -2.698  -5.173  -1.650  0.43
H  -0.935  -4.780  0.034  0.43
H  -0.334  -2.486  0.671  0.36
H  -0.734  2.364  -0.695  0.41
H  -2.289  4.273  -0.755  0.43
H  -4.707  3.901  -0.434  0.43
H  -5.593  1.633  -0.031  0.43
H  -4.056  -0.289  0.040  0.59

---

[6]
This record from the Open Molecules 2025 dataset describes 2 unconnected molecules or ions with the total composition C4H2F4 in a non-equilibrium geometry. The level of theory is ωB97M-V/def2-TZVPD.

Computed properties:
HOMO level (spin up / spin down)   -9.868 / -9.868 eV
Kohn-Sham gap (spin up / spin down)   8.21 / 8.21 eV
E_LUMO (spin up / spin down)   -1.65 / -1.65 eV
Energy above the lowest of the compared OMol25 structures with the same formula, charge and spin   5.635 eV

Each line ends with the Mulliken charge.
CARTESIAN COORDINATES (ANGSTROEM)
C  -0.619  -0.020  1.265  -0.65
C  1.965  -1.160  -0.226  0.16
C  -1.531  -0.273  0.090  -0.68
C  -0.623  0.919  0.158  1.16
F  2.760  -0.724  -1.229  -0.15
F  2.451  -0.732  0.837  -0.03
F  0.509  1.053  -0.548  -0.23
F  -1.138  2.209  0.272  -0.25
H  -1.297  -1.281  -0.364  0.28
H  -2.478  0.010  -0.254  0.39

---

[7]
This record from the Open Molecules 2025 dataset describes a single C4H5Br molecule in a non-equilibrium geometry. The level of theory is ωB97M-V/def2-TZVPD.

Computed properties:
HOMO level (spin up / spin down)   -7.984 / -8.203 eV
Kohn-Sham gap (spin up / spin down)   7.80 / 8.27 eV
E_LUMO (spin up / spin down)   -0.19 / 0.06 eV
Energy above the lowest of the compared OMol25 structures with the same formula, charge and spin   4.160 eV

Each line ends with the Mulliken charge.
CARTESIAN COORDINATES (ANGSTROEM)
C  -0.869  -0.512  0.167  0.05
C  -2.064  -0.829  -0.218  -0.67
C  0.388  0.212  -0.057  -0.29
C  1.682  0.569  0.685  -0.41
Br  3.252  -0.062  -0.090  -0.10
H  -2.547  -1.491  0.429  0.24
H  -2.528  -0.573  -1.106  0.30
H  0.745  -0.119  -0.971  0.35
H  0.041  1.262  -0.090  0.20
H  1.900  1.544  1.251  0.33

---

[8]
This record from the Open Molecules 2025 dataset describes a gas-phase ion, C3H10NS2 (charge +1) in a non-equilibrium geometry. The level of theory is ωB97M-V/def2-TZVPD.

Computed properties:
HOMO level   -12.561 eV
Kohn-Sham gap   8.84 eV
Net charge   +1
E_LUMO   -3.72 eV
SMILES   CSSCC[NH3+]
Energy above the lowest of the compared OMol25 structures with the same formula, charge and spin   0.840 eV

Each line ends with the Mulliken charge.
CARTESIAN COORDINATES (ANGSTROEM)
N  0.249  1.750  0.715  -0.32
C  1.480  0.877  0.903  -0.45
C  1.096  -0.596  0.963  -0.72
S  0.782  -1.357  -0.726  0.00
S  -0.563  -0.424  -1.808  -0.10
C  -2.043  -1.552  -1.746  -0.74
H  -0.587  1.319  0.301  0.26
H  0.280  2.597  0.130  0.37
H  -0.065  2.199  1.583  0.39
H  1.823  1.115  1.904  0.34
H  2.220  1.175  0.165  0.33
H  2.038  -1.118  1.115  0.33
H  0.322  -0.704  1.718  0.40
H  -2.620  -1.380  -2.655  0.31
H  -2.584  -1.288  -0.840  0.26
H  -1.827  -2.616  -1.722  0.32

---

energy above the lowest of the compared OMol25 structures with the same formula, charge and spin of number 4 (C3H14NO2)?
0.690 eV

---

Look up the energy above the lowest of the compared OMol25 structures with the same formula, charge and spin of the second one.
1.393 eV

---

Which of these has the lowest energy above the lowest of the compared OMol25 structures with the same formula, charge and spin?
C3H14NO2